[1]
Here is C43H55GeMgTe as an isolated structure from the OMol25 dataset. Energies are from ωB97M-V/def2-TZVPD.

Atoms and positions in Å:
Mg (0.86570, 0.25515, -0.79552)
C (2.69084, 1.40470, -1.60262)
C (3.19855, 0.44493, -0.67709)
C (2.93463, -0.85505, -1.25137)
C (2.30221, -0.62050, -2.50301)
C (2.14311, 0.75538, -2.72809)
C (1.52468, 1.44311, -3.93419)
C (1.42061, 0.47028, -5.10867)
C (2.40441, 2.62785, -4.35132)
C (0.11894, 1.96155, -3.59928)
C (3.31088, -2.28772, -0.85153)
C (2.27498, -3.28302, -1.40282)
C (3.35613, -2.54334, 0.65706)
C (4.66467, -2.65419, -1.48355)
C (4.07487, 0.88358, 0.50814)
C (4.30218, 2.40302, 0.47675)
C (3.47108, 0.57241, 1.88263)
C (5.47187, 0.25351, 0.40084)
H (2.78302, 2.47375, -1.49231)
H (1.94198, -1.39090, -3.16479)
H (2.40122, 0.07371, -5.37850)
H (1.00342, 0.97850, -5.98067)
H (0.76811, -0.37065, -4.87152)
H (3.42752, 2.30121, -4.54573)
H (2.43734, 3.39229, -3.57250)
H (2.01202, 3.09379, -5.25840)
H (-0.55393, 1.13374, -3.35693)
H (-0.31471, 2.50673, -4.44164)
H (0.14852, 2.64440, -2.74270)
H (1.27597, -3.06338, -1.01916)
H (2.53917, -4.29344, -1.08348)
H (2.23808, -3.28764, -2.49134)
H (2.40413, -2.28385, 1.12881)
H (4.15476, -2.00656, 1.16258)
H (3.52435, -3.60834, 0.83203)
H (4.60697, -2.56297, -2.56972)
H (4.92600, -3.68780, -1.24082)
H (5.47193, -2.00954, -1.13981)
H (3.37137, 2.96999, 0.56139)
H (4.80673, 2.71222, -0.43953)
H (4.93008, 2.68852, 1.32326)
H (2.57667, 1.17753, 2.05563)
H (4.18517, 0.82702, 2.67067)
H (3.18557, -0.46845, 2.00655)
H (5.89905, 0.44375, -0.58573)
H (5.45894, -0.82105, 0.56063)
H (6.13501, 0.69080, 1.15160)
C (-1.00957, -2.29919, -3.05712)
Ge (-1.18076, -1.28803, -1.36133)
C (-2.91445, -0.34086, -1.59258)
C (-2.99881, 1.05054, -1.59009)
C (-4.21788, 1.70819, -1.70858)
C (-5.38889, 0.97444, -1.83023)
C (-5.32797, -0.41311, -1.83786)
C (-4.10399, -1.05738, -1.72262)
C (-1.60746, -2.68666, -0.01742)
C (-1.31342, -4.00243, -0.26993)
C (-1.53165, -5.02047, 0.68673)
C (-2.06519, -4.71794, 1.90303)
C (-2.41365, -3.37938, 2.21397)
C (-3.01364, -3.04671, 3.45398)
C (-3.38485, -1.76289, 3.73411)
C (-3.15216, -0.74334, 2.78846)
C (-2.54650, -1.03239, 1.59824)
C (-2.17375, -2.35922, 1.25753)
H (-1.97173, -2.75579, -3.29929)
H (-0.25079, -3.08146, -3.01418)
H (-0.74650, -1.62123, -3.86937)
H (-2.08959, 1.64261, -1.49493)
H (-4.25449, 2.79168, -1.70779)
H (-6.34312, 1.47848, -1.91865)
H (-6.23749, -0.99446, -1.92995)
H (-4.07992, -2.14297, -1.71498)
H (-0.90402, -4.29283, -1.23167)
H (-1.27743, -6.04428, 0.44008)
H (-2.24322, -5.48990, 2.64276)
H (-3.18934, -3.84023, 4.17180)
H (-3.86181, -1.52990, 4.67876)
H (-3.45508, 0.27437, 2.99755)
H (-2.38073, -0.23423, 0.88627)
C (-4.10977, 2.76939, 5.50005)
C (-3.09165, 2.70728, 4.39527)
C (-3.28503, 3.38653, 3.20057)
C (-2.35314, 3.33478, 2.16801)
C (-2.57735, 4.11526, 0.90416)
C (-1.21691, 2.54524, 2.34508)
Te (0.31908, 2.59877, 0.89601)
C (-1.00863, 1.81537, 3.52157)
C (0.17682, 0.91216, 3.69729)
C (-1.94673, 1.93051, 4.53742)
H (-4.90335, 3.47880, 5.26985)
H (-3.65028, 3.06608, 6.44385)
H (-4.56891, 1.79063, 5.65411)
H (-4.17991, 3.98411, 3.06647)
H (-3.51273, 4.67151, 0.94867)
H (-2.62694, 3.45668, 0.03402)
H (-1.76672, 4.83085, 0.73789)
H (0.24771, 0.20537, 2.86471)
H (0.08776, 0.32936, 4.61304)
H (1.11538, 1.47123, 3.74800)
H (-1.79365, 1.37204, 5.45505)

As for the multiplicity: 2. For the total energy, the calculation gives -114738.6872 eV. For the frontier orbital gap (spin up / spin down), the calculation gives 7.617 / 4.507 eV. The energy relative to the best compared isomer or geometry (same formula, charge and spin) comes out at 0.0 kcal/mol. As for the expectation value of S²: 0.754. The highest occupied orbital energy (spin up / spin down) comes out at -7.327 / -7.285 eV. The lowest unoccupied orbital energy (spin up / spin down) is 0.290 / -2.778 eV.

=====

[2]
Here is C43H56N8O4ReS4 as an isolated structure in a non-equilibrium geometry from the OMol25 dataset. Energies are from ωB97M-V/def2-TZVPD.

Atoms and positions in Å:
Re (-0.51590, -0.29590, -0.14880)
C (0.95720, -5.18230, 4.63070)
C (1.10310, -4.26190, 3.46340)
C (1.44060, -4.71760, 2.21070)
C (1.54210, -3.87280, 1.07390)
C (1.87180, -4.53510, -0.12520)
N (2.37830, -4.10310, -1.27280)
C (3.21580, -2.94690, -1.48850)
C (3.02190, -2.35710, -2.88150)
C (1.66080, -1.67920, -2.94480)
N (1.40300, -1.12620, -4.24990)
C (0.24660, -0.96320, -4.86130)
C (-1.07040, -1.03970, -4.36750)
C (-2.10500, -1.26670, -5.30440)
C (-3.43560, -1.31830, -4.94840)
C (-4.49190, -1.64630, -5.95160)
C (-3.78540, -1.01700, -3.63060)
C (-2.83500, -0.72550, -2.65590)
C (-3.26240, -0.30800, -1.35990)
N (-2.51250, 0.05040, -0.34580)
C (-3.22560, 0.53750, 0.83200)
C (-2.39110, 1.62080, 1.51250)
C (-1.34120, 1.02260, 2.44870)
N (-0.54370, -0.04430, 1.83660)
C (0.05520, -0.79730, 2.72300)
C (0.70970, -2.05190, 2.50640)
C (0.79230, -2.90930, 3.60110)
C (1.11620, -2.49560, 1.19910)
O (1.01080, -1.72610, 0.17800)
C (-1.43280, -0.80590, -2.98730)
O (-0.54500, -0.58570, -2.11240)
H (1.24610, -6.19680, 4.37730)
H (-0.08310, -5.19510, 4.94990)
H (1.55140, -4.84750, 5.47650)
H (1.66740, -5.76620, 2.08070)
H (1.67330, -5.60260, -0.11170)
H (2.44810, -4.79210, -2.01330)
H (4.26020, -3.26090, -1.38750)
H (2.99770, -2.19490, -0.73100)
H (3.11090, -3.13740, -3.64240)
H (3.81260, -1.62470, -3.04770)
H (1.64540, -0.89480, -2.18230)
H (0.87830, -2.40090, -2.70740)
H (2.23700, -0.87820, -4.76700)
H (0.33160, -0.75040, -5.92260)
H (-1.83100, -1.45310, -6.33260)
H (-4.05540, -2.08350, -6.84490)
H (-5.03130, -0.74560, -6.23880)
H (-5.21530, -2.33910, -5.52880)
H (-4.83020, -0.98980, -3.36090)
H (-4.34290, -0.25210, -1.23940)
H (-3.38520, -0.28970, 1.53430)
H (-4.20280, 0.93850, 0.54800)
H (-3.03820, 2.26540, 2.10530)
H (-1.91800, 2.22590, 0.73600)
H (-1.84420, 0.62280, 3.33640)
H (-0.65690, 1.80920, 2.77360)
H (-0.06980, -0.53380, 3.77310)
H (0.50480, -2.53850, 4.57380)
C (3.26360, 1.68850, 4.01690)
O (3.51350, 1.29820, 2.66210)
C (2.61630, 1.56440, 1.74730)
O (1.55190, 2.10250, 1.89110)
H (3.29470, 0.78650, 4.62650)
H (2.28840, 2.16760, 4.10030)
H (4.05420, 2.37140, 4.32410)
S (8.75780, 0.05330, 1.17670)
C (7.18990, 0.12920, 0.74060)
S (6.01060, 1.33180, 1.30220)
C (4.77980, 0.43970, 0.41130)
N (5.22060, -0.58110, -0.22500)
N (6.53560, -0.75070, -0.07020)
C (7.16910, -1.79730, -0.78840)
C (8.25440, -1.53760, -1.61240)
C (8.81400, -2.57830, -2.33320)
C (8.28930, -3.85680, -2.24680)
C (7.21080, -4.10700, -1.41340)
C (6.65440, -3.08130, -0.67090)
S (3.13170, 0.97750, 0.14550)
H (8.66220, -0.54190, -1.68170)
H (9.66340, -2.38880, -2.96860)
H (8.72840, -4.66230, -2.81550)
H (6.81340, -5.10690, -1.33040)
H (5.85140, -3.27040, 0.02670)
C (1.92880, 6.56020, -1.45950)
C (0.75880, 7.32460, -2.06700)
C (-0.07490, 6.51780, -3.06530)
C (-1.07070, 5.49760, -2.49140)
N (-0.45360, 4.22880, -2.13160)
C (-0.12150, 3.61740, -0.99590)
S (0.57870, 2.05420, -1.23100)
N (-0.25180, 4.07480, 0.24350)
C (-0.59750, 5.40970, 0.71520)
C (0.32040, 5.85830, 1.85980)
C (-0.29510, 5.73140, 3.25340)
C (-0.75230, 4.31540, 3.57110)
H (2.47480, 7.20340, -0.77460)
H (2.61400, 6.24620, -2.24200)
H (1.60760, 5.67840, -0.91520)
H (1.16970, 8.17870, -2.60550)
H (0.11510, 7.72950, -1.28340)
H (0.60030, 5.99680, -3.74500)
H (-0.66310, 7.21650, -3.65930)
H (-1.79550, 5.26100, -3.27840)
H (-1.63280, 5.90750, -1.65450)
H (-0.18120, 3.68270, -2.94150)
H (0.15820, 3.46100, 0.94260)
H (-1.64370, 5.42560, 1.03830)
H (-0.48600, 6.11040, -0.10430)
H (0.58080, 6.90460, 1.69970)
H (1.24610, 5.28250, 1.81130)
H (-1.14600, 6.40960, 3.34260)
H (0.44980, 6.04530, 3.98680)
H (-1.53340, 4.00610, 2.88180)
H (-1.15410, 4.26940, 4.57890)
H (0.08370, 3.62380, 3.49630)

As for the multiplicity: 2. For the total energy, the calculation gives -111067.7274 eV. For the frontier orbital gap (spin up / spin down), the calculation gives 5.658 / 5.182 eV. As for the expectation value of S²: 0.779. The highest occupied orbital energy (spin up / spin down) comes out at -11.223 / -10.763 eV. The total charge is +2. The lowest unoccupied orbital energy (spin up / spin down) is -5.566 / -5.581 eV.